No. 1
{"formula": "C28H26BCl2N6OsP", "method": "ωB97M-V/def2-TZVPD", "elements": ["Os", "C", "C", "N", "N", "C", "B", "N", "C", "C", "C", "N", "N", "C", "C", "C", "N", "H", "H", "H", "H", "H", "H", "H", "H", "H", "H", "C", "C", "C", "C", "C", "C", "P", "C", "C", "C", "C", "C", "C", "C", "C", "C", "C", "C", "C", "H", "H", "H", "H", "H", "H", "H", "H", "H", "H", "H", "H", "H", "H", "Cl", "C", "Cl", "H", "H"], "coordinates": [[-0.140821, 1.091018, 0.350249], [-0.179331, 5.054277, 2.018586], [-0.531883, 4.137492, 1.037972], [0.100396, 2.976565, 1.256886], [0.831176, 3.119541, 2.379903], [0.688381, 4.363477, 2.849647], [1.769884, 1.975117, 2.782948], [2.580819, 1.614550, 1.522450], [3.904983, 1.634397, 1.340325], [4.189011, 1.134617, 0.082961], [2.951789, 0.819252, -0.457251], [1.983007, 1.104954, 0.423287], [0.965821, 0.688386, 3.096228], [1.054673, -0.141332, 4.134251], [0.355542, -1.307507, 3.845469], [-0.138802, -1.116852, 2.568893], [0.221470, 0.099861, 2.125652], [-0.504806, 6.074718, 2.113604], [-1.194144, 4.254243, 0.193710], [1.213934, 4.678460, 3.735986], [2.482607, 2.270386, 3.687271], [4.553247, 1.986345, 2.125369], [5.153801, 1.011732, -0.375579], [2.731363, 0.400695, -1.424112], [1.608307, 0.145696, 5.013302], [0.228624, -2.167120, 4.479128], [-0.724990, -1.775907, 1.950289], [-4.479750, -1.448806, -3.301258], [-4.270855, -0.292639, -2.561799], [-3.118367, -0.154953, -1.806431], [-2.169852, -1.174364, -1.777972], [-2.369212, -2.321228, -2.549015], [-3.527569, -2.457854, -3.299109], [-0.566521, -0.906086, -0.989807], [0.159165, -2.487431, -0.547335], [-0.640863, -3.536025, -0.091670], [-0.050861, -4.699621, 0.379687], [1.331436, -4.820986, 0.399159], [2.130610, -3.775767, -0.046578], [1.548470, -2.607241, -0.508893], [0.299612, 0.036060, -2.252288], [0.759832, -0.149805, -3.537503], [1.272984, 0.976589, -4.180064], [1.369338, 2.216905, -3.535068], [1.021009, 2.355712, -2.204530], [0.401564, 1.259161, -1.575534], [-5.381197, -1.558561, -3.888869], [-5.003816, 0.502638, -2.580064], [-2.957099, 0.758095, -1.249744], [-1.627000, -3.108810, -2.568810], [-3.682816, -3.352278, -3.887068], [-1.720046, -3.453424, -0.108806], [-0.673024, -5.514281, 0.724950], [1.788088, -5.732831, 0.759789], [3.207798, -3.873041, -0.035577], [2.180248, -1.794287, -0.844578], [0.711283, -1.108405, -4.036868], [1.623581, 0.893824, -5.200974], [1.780793, 3.058835, -4.075511], [1.195181, 3.284820, -1.676096], [-2.441591, 1.464165, 1.258804], [-3.430622, 0.149460, 2.076928], [-3.330227, -1.419277, 1.352350], [-4.441558, 0.537477, 2.016433], [-3.052204, 0.127202, 3.092294]], "forces_ev_per_angstrom": [[-0.0375, 0.2081, 0.7645], [-0.0130, -0.0277, -0.0197], [0.0191, 0.0624, 0.0309], [-0.1723, -0.0871, 0.0240], [0.0672, 0.0623, 0.0251], [0.0020, -0.0139, -0.0119], [0.0620, -0.0798, -0.0619], [0.0968, -0.0262, 0.0688], [-0.0022, -0.0552, -0.0253], [-0.0222, -0.0115, 0.0362], [0.0910, -0.0981, -0.0124], [-0.3708, 0.1277, -0.2402], [-0.0340, 0.0141, -0.0531], [-0.0288, -0.0269, 0.0381], [0.0086, 0.0556, 0.0455], [0.0394, 0.0048, -0.0274], [0.0215, -0.0476, -0.3812], [0.0021, 0.0014, -0.0035], [-0.0006, 0.0052, 0.0042], [-0.0060, -0.0010, 0.0028], [-0.0386, 0.0187, 0.0339], [0.0048, 0.0209, -0.0092], [-0.0003, -0.0010, 0.0009], [-0.0012, 0.0279, 0.0140], [-0.0041, -0.0014, 0.0025], [0.0006, -0.0057, -0.0058], [0.0699, 0.0350, 0.0572], [-0.0069, -0.0213, -0.0142], [0.0080, 0.0020, 0.0094], [0.0232, 0.0161, -0.0075], [0.0089, -0.1158, -0.0931], [-0.0012, -0.0071, 0.0807], [-0.0218, 0.0051, -0.0014], [-0.0857, 0.1366, 0.0742], [0.0510, 0.0384, 0.0167], [0.0184, -0.0121, 0.0207], [-0.0290, 0.0135, -0.0038], [0.0259, 0.0170, -0.0019], [0.0006, -0.0254, 0.0158], [-0.0093, -0.0005, -0.0457], [0.0331, -0.3016, 0.1459], [-0.0509, 0.2130, -0.1325], [0.0141, -0.0034, -0.0002], [-0.0014, -0.0977, -0.0660], [-0.1643, 0.0747, 0.2063], [0.3708, -0.1242, -0.1538], [0.0009, 0.0003, 0.0004], [0.0013, 0.0026, 0.0055], [-0.0131, 0.0164, -0.0298], [-0.0024, -0.0060, 0.0007], [0.0052, 0.0004, -0.0006], [-0.0107, -0.0086, -0.0305], [0.0006, -0.0039, -0.0042], [-0.0022, -0.0009, -0.0033], [-0.0010, 0.0005, 0.0034], [-0.0102, -0.0028, -0.0161], [-0.0192, 0.0070, -0.0108], [0.0010, -0.0075, 0.0048], [-0.0044, 0.0123, 0.0114], [0.0214, -0.0005, -0.0150], [0.0858, 0.0247, -0.3249], [0.0554, -0.0324, 0.1334], [-0.0552, 0.0386, -0.0701], [0.0037, -0.0012, -0.0038], [0.0061, -0.0073, 0.0027]], "homo_lumo_gap_ev": [6.3, 6.3], "total_charge": 2, "homo_energy_ev": [-14.49, -14.49]}

=====

No. 2
{"formula": "C28H26BrHfI2N5O", "method": "ωB97M-V/def2-TZVPD", "elements": ["Hf", "C", "C", "N", "N", "C", "O", "C", "C", "C", "C", "C", "C", "C", "C", "C", "C", "C", "N", "H", "H", "H", "H", "H", "H", "H", "H", "H", "H", "H", "H", "I", "C", "I", "H", "H", "Br", "C", "C", "C", "C", "C", "C", "C", "C", "C", "C", "H", "H", "H", "H", "H", "H", "C", "N", "C", "C", "N", "H", "H", "H", "H", "H", "H"], "coordinates": [[0.026100, -0.192100, 0.075800], [2.383900, -0.302600, 3.870400], [2.005900, -0.366100, 2.433000], [0.999800, 0.285200, 1.928300], [0.192600, 1.009500, 2.732700], [-0.953300, 1.339600, 2.178400], [-1.244000, 1.025700, 0.944500], [-1.934200, 2.017700, 3.006500], [-1.679300, 2.217800, 4.368600], [-2.633000, 2.813000, 5.165100], [-3.841400, 3.225200, 4.619300], [-4.102400, 3.027300, 3.270200], [-3.159100, 2.423400, 2.465400], [2.693200, -1.260200, 1.503600], [3.938300, -1.813000, 1.812500], [4.532800, -2.694500, 0.926600], [3.838800, -3.038800, -0.227200], [2.616300, -2.434000, -0.472200], [2.047000, -1.549200, 0.348400], [1.617000, 0.246300, 4.412100], [3.335300, 0.209900, 4.010800], [2.483300, -1.306600, 4.279400], [-0.740800, 1.890700, 4.780400], [-2.450800, 2.945500, 6.219100], [-4.586400, 3.691600, 5.245300], [-5.050300, 3.329900, 2.853500], [-3.359600, 2.246500, 1.417900], [4.427800, -1.537600, 2.732900], [5.506900, -3.108800, 1.137600], [4.227100, -3.764000, -0.924600], [2.071100, -2.666800, -1.376900], [-2.084000, 1.369800, -1.963300], [-1.471300, 3.400000, -1.540200], [0.279500, 3.485400, -0.296500], [-2.273200, 3.928000, -1.033100], [-1.233000, 3.867700, -2.491600], [-0.262900, -1.723400, -2.408800], [-1.315500, -3.118800, -1.517000], [-1.784400, -4.122200, -2.312500], [-2.471600, -5.191100, -1.721400], [-2.662800, -5.206500, -0.369100], [-2.214200, -4.147700, 0.449100], [-2.441300, -4.163000, 1.840800], [-1.989300, -3.148800, 2.634100], [-1.307800, -2.059500, 2.063200], [-1.060800, -1.963600, 0.702100], [-1.509300, -3.039300, -0.120800], [-1.619800, -4.102700, -3.377600], [-2.822300, -5.993500, -2.348400], [-3.163900, -6.040000, 0.098000], [-2.983500, -4.993400, 2.264500], [-2.153500, -3.172600, 3.700800], [-0.989300, -1.274900, 2.749100], [4.696500, 0.002600, -2.494100], [3.646400, 1.003800, -2.573200], [3.806900, 2.088300, -3.524500], [2.565000, 0.828200, -1.927600], [1.601500, 0.652400, -1.292800], [5.662700, 0.502800, -2.518000], [4.632500, -0.696800, -3.329100], [4.612700, -0.554800, -1.564500], [4.767200, 2.574400, -3.355000], [3.018400, 2.824800, -3.394400], [3.775600, 1.708200, -4.547400]], "forces_ev_per_angstrom": [[0.5553, -0.8358, -2.5735], [-0.2519, 0.2127, -0.0161], [-0.4451, 0.4967, 0.1972], [0.3714, -0.6570, 0.0609], [-0.5065, 0.8330, 0.9624], [0.6893, 0.0436, 1.2115], [-0.4459, 0.3137, 0.7228], [-0.4147, 0.2446, 0.1528], [-0.0529, -0.0224, -0.2320], [-0.1001, 0.0514, 0.0599], [0.0086, -0.0541, -0.1214], [-0.0987, 0.0563, 0.0686], [0.3464, -0.1722, -0.0962], [0.6067, -0.5502, -0.3874], [-0.4618, 0.3209, -0.0472], [-0.2386, -0.0936, -0.2658], [0.0912, 0.1674, 0.3548], [-0.1816, -0.0266, -0.2235], [0.1253, 0.2342, 0.5484], [0.1015, -0.0573, 0.0252], [0.0974, 0.0429, -0.0610], [0.0098, -0.0727, -0.0095], [0.1130, -0.0236, 0.0973], [0.0689, 0.0538, 0.1153], [-0.0579, 0.0320, 0.0693], [-0.0762, 0.0568, -0.0373], [-0.0394, -0.0123, -0.0550], [0.0455, -0.0041, 0.0729], [0.0445, -0.0865, 0.0303], [0.0373, -0.0178, -0.0818], [-0.0291, -0.0146, 0.0236], [0.2007, 0.5013, -0.1947], [0.2677, -0.2266, 0.2084], [-0.3144, 0.6082, -0.3421], [0.0173, -0.1974, 0.0030], [-0.0055, -0.1439, 0.1083], [-0.4410, -0.3723, 0.5995], [0.0545, -0.0388, -0.2590], [0.2641, 0.3544, -0.0278], [-0.0448, -0.0452, 0.2405], [-0.0447, -0.0573, -0.1716], [0.2373, 0.3269, -0.3297], [0.0878, 0.1621, 0.1316], [-0.0169, -0.1102, 0.0159], [0.0148, 0.1571, -0.1314], [-0.0578, -0.5277, -0.1379], [-0.1148, -0.3377, 0.1314], [0.0403, -0.0283, -0.1227], [-0.0835, -0.1218, -0.0316], [-0.1077, -0.0833, 0.0520], [-0.0579, -0.1272, 0.0773], [-0.0521, -0.0095, 0.0753], [-0.0485, -0.0377, -0.0855], [0.4121, -0.5335, -0.0056], [0.6125, 0.1496, -0.2910], [0.0390, 0.5911, -0.5283], [-1.3198, -0.1952, 0.8681], [0.6452, -0.1548, -0.5716], [-0.0299, 0.0286, 0.0122], [0.0149, 0.0634, -0.0475], [-0.0101, 0.0321, 0.0488], [-0.0324, -0.0376, 0.0371], [-0.0381, -0.0243, 0.0351], [0.0002, -0.0235, 0.0682]], "homo_lumo_gap_ev": 6.6, "total_charge": 2, "homo_energy_ev": -13.26}

=====

So what do the calculations give for ΔE to the lowest compared entry with this formula, charge and spin? Going down the list: 0.0000, 0.8416 eV.
So what do the calculations give for energy? Going down the list: -75863.011, -126495.016 eV.